23
Properties=species:S:1:pos:R:3:lowdin_charge:R:1 method="wB97M-V/def2-TZVPD" total_charge=0 homo_energy_ev=-6.553 orbital_gap_ev=7.29 spin_multiplicity=1 relative_energy_kcal_mol=45.8
C 2.48707 0.24507 -0.52888 -0.024
C 1.66148 1.16142 -1.11534 -0.281
C 0.33384 0.03691 0.35227 -0.307
C -0.71869 -2.35182 -0.61567 -0.512
C 1.73960 2.23399 -2.15086 -0.029
C -2.77477 -0.49300 2.15107 -0.143
C -0.63480 -0.55713 1.07409 -0.154
N 1.68431 -0.40715 0.44903 0.083
N 0.42240 1.09005 -0.46430 0.150
N -2.04309 -0.18101 0.96135 -0.104
O -1.74633 -2.12052 -1.07838 0.179
O 0.30999 -2.80657 -0.45532 0.191
H 3.48773 -0.11732 -0.83573 0.126
H 1.64650 3.25073 -1.93304 0.057
H 2.78206 2.15542 -2.65303 0.119
H 1.07548 1.92409 -2.86779 0.045
H -2.09495 -0.13698 2.89376 0.060
H -3.68172 0.00608 2.34559 0.064
H -2.72665 -1.52583 2.48630 0.077
H -0.35133 -1.13127 2.02936 0.149
H 1.86983 -1.32801 0.64283 0.087
H -0.33882 1.53672 -0.78092 0.111
H -2.38914 -0.48387 0.09361 0.056



94
Properties=species:S:1:pos:R:3:lowdin_charge:R:1 method="wB97M-V/def2-TZVPD" total_charge=-1 homo_energy_ev=-6.502 orbital_gap_ev=8.39 spin_multiplicity=1
N 0.17929 -0.14493 -0.63107 -0.575
O -0.65620 0.71498 -0.32310 -0.038
O 1.32508 -0.10262 -0.11980 -0.094
O -0.12029 -1.05938 -1.41871 -0.055
C -2.72274 -1.26499 -3.60520 0.007
C -2.22479 -2.62108 -4.05333 -0.538
O -2.59259 -3.16446 -5.09693 0.011
N -1.33497 -3.20032 -3.21738 0.007
C -0.79521 -4.52070 -3.41184 -0.081
H -3.55750 -1.01440 -4.25059 0.083
H -1.90843 -0.55179 -3.65799 0.051
H -3.10367 -1.35648 -2.58675 0.063
H -0.92907 -2.62170 -2.49792 0.068
H -0.29167 -4.77795 -2.48003 0.057
H 0.01297 -4.49686 -4.15802 0.082
H -1.53782 -5.23764 -3.74153 0.083
C 2.64774 -2.22338 -2.45257 0.006
C 3.90089 -2.22893 -1.61416 -0.555
O 4.78051 -3.05852 -1.79738 0.023
N 4.01076 -1.24614 -0.68419 0.020
C 5.20901 -1.10500 0.10350 -0.078
H 1.97460 -3.00999 -2.11450 0.064
H 2.96301 -2.45178 -3.46898 0.088
H 2.12006 -1.27332 -2.43133 0.055
H 3.20004 -0.70378 -0.42772 0.071
H 5.15277 -1.63598 1.06344 0.073
H 5.38604 -0.05379 0.34159 0.074
H 6.05697 -1.49897 -0.44696 0.082
C -3.58862 -0.37332 0.79719 -0.006
C -4.79855 -1.15148 0.36037 -0.546
O -4.84893 -1.73443 -0.70311 0.064
N -5.81091 -1.24948 1.27368 -0.003
C -7.09416 -1.82818 0.90891 -0.089
H -3.73254 0.70370 0.88075 0.074
H -2.88033 -0.44461 -0.03109 0.068
H -3.11865 -0.80030 1.68009 0.071
H -5.82871 -0.58446 2.02702 0.123
H -7.10299 -2.91660 0.96554 0.081
H -7.40829 -1.53202 -0.09354 0.082
H -7.86267 -1.46712 1.59533 0.076
C -1.71314 5.08904 5.10109 -0.011
C -2.27044 3.76091 4.64107 -0.564
O -3.00505 3.09632 5.34301 0.047
N -1.88887 3.37371 3.39669 0.003
C -2.14164 2.06703 2.85528 -0.078
H -2.34221 5.45739 5.90788 0.079
H -1.67655 5.83066 4.29930 0.074
H -0.69532 5.00978 5.48687 0.083
H -1.37615 4.02725 2.83387 0.128
H -1.90978 2.08383 1.78971 0.078
H -3.17871 1.75370 2.95343 0.077
H -1.50394 1.30304 3.30432 0.072
C 4.18321 -0.36055 3.89286 -0.002
C 3.27343 0.63285 4.55868 -0.556
O 3.70007 1.39185 5.42665 0.008
N 1.96825 0.64668 4.18823 0.021
C 1.31078 -0.20946 3.19514 -0.070
H 4.36617 -1.18803 4.57874 0.093
H 5.14597 0.12161 3.73766 0.088
H 3.80045 -0.73456 2.94644 0.049
H 1.41363 1.23923 4.78558 0.132
H 1.55738 0.13409 2.18735 0.066
H 0.24806 -0.12615 3.38203 0.066
H 1.69195 -1.23075 3.19782 0.075
C 1.35882 -3.67120 0.68391 -0.249
S -0.41074 -3.80822 0.34907 0.812
O -0.84937 -5.16469 0.76391 -0.547
C -0.86720 -2.74224 1.72322 -0.266
H 1.52717 -4.17267 1.64010 0.057
H 1.65338 -2.62393 0.74365 0.034
H 1.90856 -4.20660 -0.08784 0.048
H -0.66684 -1.68970 1.50086 0.033
H -0.32906 -2.99261 2.64098 0.055
H -1.92664 -2.85155 1.95127 0.048
C 3.31197 4.16503 -2.59673 -0.267
S 3.83138 2.47401 -2.27861 0.797
O 5.30342 2.51191 -2.13739 -0.552
C 3.17483 2.37070 -0.61639 -0.263
H 2.32486 4.20372 -3.06115 0.025
H 4.03020 4.53633 -3.33092 0.052
H 3.32452 4.81993 -1.72669 0.052
H 3.44170 3.27803 -0.07245 0.055
H 3.63707 1.54587 -0.08246 0.028
H 2.09505 2.22535 -0.65970 0.042
C -0.03428 1.76130 -3.49458 -0.258
S -0.92647 2.37453 -4.94757 0.814
O -2.25604 1.72880 -4.99821 -0.543
C -1.20552 4.02024 -4.26984 -0.280
H -0.71200 1.53366 -2.66893 0.047
H 0.62739 2.57626 -3.20419 0.018
H 0.49492 0.85226 -3.77029 0.052
H -1.85896 4.56822 -4.95335 0.047
H -0.26386 4.55763 -4.17462 0.038
H -1.76527 3.93835 -3.33641 0.061



6
Properties=species:S:1:pos:R:3:lowdin_charge:R:1 method="wB97M-V/def2-TZVPD" total_charge=-1 homo_energy_ev=-4.248 orbital_gap_ev=7.42 spin_multiplicity=1 relative_energy_kcal_mol=23.1
C -0.24704 0.00822 0.29824 -1.164
N -0.04784 -0.53677 -0.83169 -0.530
O -0.83203 -0.23171 1.29142 -0.106
S 0.40040 1.83943 -0.00761 0.586
I -0.81462 -2.46266 -0.97072 0.491
H 1.54113 1.38349 0.22035 -0.278



108
Properties=species:S:1:pos:R:3:lowdin_charge:R:1 method="wB97M-V/def2-TZVPD" total_charge=+1 homo_energy_ev=-7.600 orbital_gap_ev=1.97 spin_multiplicity=1 relative_energy_kcal_mol=0.0
C 4.55260 -1.88207 2.88853 -0.089
C 4.11786 -0.41240 2.87799 -0.230
C 4.30487 0.33437 1.52521 -0.212
C 4.72371 -0.49847 0.31435 -0.191
C 3.62963 -1.37878 -0.33022 -0.147
C 2.17502 -1.02590 -0.02571 -0.076
C 1.58579 0.17188 -0.79403 -0.330
O 2.65996 0.76906 -1.56331 -0.004
N 1.10831 1.38210 -0.02079 0.075
C 0.43603 1.14373 1.29284 -0.268
C 1.10083 1.81466 2.53805 -0.208
N 0.19303 2.64325 3.38368 0.021
C 0.41573 2.10533 -1.04381 -0.280
N 0.06725 3.42172 -0.97723 0.113
C 0.33497 4.28931 0.16790 -0.406
C 1.80644 4.42466 0.51641 -0.088
F -0.11353 5.53518 -0.15632 0.063
N 0.18553 1.34207 -2.14472 0.021
S -1.20889 1.68292 -3.12061 0.669
C -0.63655 2.97817 -4.18242 -0.092
O -1.50346 0.56605 -3.93349 -0.179
O -2.25577 2.23895 -2.30708 -0.302
C 0.53907 -0.11665 -1.87767 -0.253
C 1.30381 -0.81148 -3.05262 -0.134
C 1.65780 0.05730 -4.25997 -0.057
C -0.62310 -1.09259 -1.58458 -0.070
C -1.80642 -0.65555 -0.68984 -0.399
O -2.98378 -0.51916 -1.48303 -0.040
C -2.16642 -1.64708 0.40106 -0.190
N -1.07707 -2.01479 1.31691 0.067
H 4.64051 -2.20009 3.92861 0.080
H 5.53372 -2.04085 2.44674 0.076
H 3.80093 -2.53130 2.44057 0.081
H 4.70767 0.10920 3.63157 0.102
H 3.06225 -0.38275 3.15761 0.078
H 5.09815 1.07575 1.67753 0.102
H 3.40948 0.92482 1.28436 0.060
H 5.59030 -1.11733 0.53333 0.108
H 5.07329 0.20446 -0.45138 0.102
H 3.75885 -2.39760 0.03963 0.127
H 3.82054 -1.43121 -1.39672 0.094
H 2.02151 -0.94003 1.05319 0.112
H 1.58719 -1.90884 -0.31567 0.084
H 3.11382 1.38342 -0.96972 0.098
H -0.59752 1.57054 1.17696 -0.353
H 0.29998 0.09112 1.54010 0.109
H 1.41957 1.00380 3.19155 0.103
H 2.01235 2.35707 2.29074 0.089
H -0.66792 2.88570 2.93276 -0.060
H 0.62456 3.51106 3.67472 0.080
H -0.39615 3.87302 -1.75723 0.135
H -0.28104 3.99126 1.03242 0.034
H 2.35211 3.48275 0.48267 0.086
H 2.32371 5.14119 -0.08903 -0.111
H 1.85921 4.76151 1.55791 0.109
H -0.07707 2.52413 -4.99656 0.081
H 0.02491 3.67292 -3.66514 0.061
H -1.54080 3.46631 -4.54166 0.093
H 2.19374 -1.29044 -2.67122 0.080
H 0.68316 -1.62099 -3.42833 0.123
H 2.40155 -0.46348 -4.86229 0.075
H 0.78934 0.24706 -4.89012 0.063
H 2.12259 0.99844 -3.95295 0.066
H -1.08698 -1.38175 -2.52083 0.127
H -0.18738 -2.02850 -1.18119 0.017
H -1.65930 0.34251 -0.30005 -0.020
H -3.20880 -1.39991 -1.83567 0.124
H -3.01620 -1.23318 0.94749 0.133
H -2.48664 -2.54942 -0.11639 0.098
H -1.11054 -1.45695 2.16626 0.059
H -0.15850 -1.86984 0.91662 0.025
N -3.92230 -6.64166 -0.75374 -0.302
S -2.31795 -6.86488 -0.81938 0.459
O -1.65214 -6.78206 0.43705 -0.298
O -1.77017 -6.20984 -1.95616 -0.384
F -2.31636 -8.41304 -1.13636 -0.183
S -4.23073 -5.16028 -0.38848 0.457
O -5.59219 -4.93122 -0.01855 -0.304
O -3.59428 -4.17782 -1.23362 -0.339
F -3.43682 -4.95803 0.99019 -0.216
Cl 0.36568 -4.42851 -1.39107 -0.168
Cs -1.95921 2.32700 0.96442 1.774
K 3.78233 5.90172 -0.00711 1.126
N 4.08636 -2.61879 -4.94188 0.038
C 3.32175 -3.14262 -3.98059 -0.182
C 2.31227 -4.06543 -4.19281 -0.080
C 2.07965 -4.47732 -5.49609 -0.055
C 2.86266 -3.95071 -6.51526 -0.076
C 3.84773 -3.03015 -6.18792 -0.179
H 3.53062 -2.80112 -2.97403 0.080
H 1.72901 -4.43374 -3.34916 -0.023
H 1.29965 -5.19664 -5.70992 0.113
H 2.71484 -4.24578 -7.54574 0.098
H 4.47995 -2.60040 -6.95843 0.095
O -3.84289 2.58359 4.53045 0.052
C -4.85165 2.81388 5.15900 -0.530
O -5.87421 3.38876 4.51800 0.003
C -7.18084 3.54858 5.10662 -0.216
C -7.27655 4.79870 5.95200 -0.060
C -4.93946 2.53538 6.63618 0.024
H -7.46045 2.65163 5.65812 0.118
H -7.85666 3.61686 4.25711 0.126
H -6.59442 4.76495 6.80163 0.070
H -8.29064 4.91790 6.33170 0.088
H -7.01917 5.67602 5.35853 0.084
H -4.48782 3.36946 7.17293 0.101
H -4.36895 1.63401 6.84415 0.097
H -5.95000 2.38218 7.00156 0.076



50
Properties=species:S:1:pos:R:3:lowdin_charge:R:1 method="wB97M-V/def2-TZVPD" total_charge=+1 homo_energy_ev=-12.833 orbital_gap_ev=8.93 spin_multiplicity=1 relative_energy_kcal_mol=48.5
Mg 2.58139 -5.24796 -14.05692 0.819
P 4.48114 -3.99911 -16.69730 0.181
F 3.69628 -5.29018 -17.31437 -0.170
F 5.53506 -5.05652 -16.03076 -0.170
F 5.44899 -3.87264 -17.96947 -0.129
F 5.28028 -2.77881 -15.98721 -0.138
F 3.45937 -2.96641 -17.33785 -0.112
F 3.48977 -4.18014 -15.40048 -0.235
C 0.40461 -1.45957 -12.37648 -0.006
C 0.94390 -2.66602 -12.96744 -0.148
N 1.33755 -3.61957 -13.46766 0.152
H 0.80433 -0.54919 -12.80933 0.106
H 0.56569 -1.51694 -11.29808 0.105
H -0.68068 -1.50182 -12.49887 0.109
C -0.47232 -6.26168 -17.36541 0.019
C 0.45637 -6.09019 -16.24803 -0.128
N 1.14591 -5.91489 -15.35566 0.145
H -0.03274 -5.86884 -18.27688 0.081
H -1.35770 -5.71594 -17.03040 0.108
H -0.72452 -7.31428 -17.47590 0.111
C 5.56795 -7.39389 -19.00532 -0.042
C 4.22732 -7.89476 -18.76512 -0.295
N 3.16209 -8.23960 -18.50232 0.136
H 5.43838 -6.42254 -19.48780 0.079
H 6.10810 -8.04088 -19.69048 0.091
H 6.00052 -7.27478 -18.01392 0.084
C 8.42743 -7.39083 -14.57202 -0.066
C 8.06533 -8.74403 -14.97427 -0.297
N 7.78230 -9.80854 -15.28443 0.129
H 8.50271 -7.40075 -13.48515 0.082
H 7.56794 -6.78081 -14.86331 0.065
H 9.32384 -7.01933 -15.05597 0.086
C 1.78107 -6.32539 -20.49457 -0.101
C 1.20374 -5.29036 -21.33720 -0.284
N 0.77454 -4.48690 -22.03256 0.146
H 1.90584 -5.95225 -19.47531 0.045
H 2.78616 -6.60902 -20.79745 0.073
H 1.16343 -7.21994 -20.47134 0.084
C 3.76768 -3.05749 -20.70258 -0.077
C 4.54765 -1.88728 -20.27827 -0.293
N 5.15366 -0.95438 -20.01214 0.133
H 3.12921 -2.85000 -21.55586 0.072
H 3.15010 -3.40585 -19.87770 0.053
H 4.54748 -3.78427 -20.93660 0.082
C 5.57051 -2.45958 -12.23342 0.004
C 4.81332 -3.62910 -12.63100 -0.148
N 4.19560 -4.53012 -12.96398 0.143
H 6.27550 -2.72192 -11.44687 0.106
H 4.86479 -1.67452 -11.96146 0.102
H 6.15648 -2.03742 -13.05323 0.110



10
Properties=species:S:1:pos:R:3:lowdin_charge:R:1 method="wB97M-V/def2-TZVPD" total_charge=0 homo_energy_ev=-8.935 orbital_gap_ev=8.84 spin_multiplicity=1 relative_energy_kcal_mol=93.0
C 1.71974 0.74550 -0.44965 -0.105
C 0.48753 -1.50292 0.40236 -0.079
C 0.89133 -0.21619 -0.18764 -0.224
O 2.46492 1.61615 -0.69125 0.174
O 0.00966 -1.07442 -0.85892 -0.012
S -2.40641 1.95793 0.24511 0.495
H -2.10451 1.58446 -0.93363 -0.280
H 1.09721 -2.39544 0.35113 0.109
H -0.33088 -1.66283 1.13871 0.121
H -1.82858 0.94776 0.98380 -0.198



15
Properties=species:S:1:pos:R:3:lowdin_charge:R:1 method="wB97M-V/def2-TZVPD" total_charge=0 homo_energy_ev=-9.744 orbital_gap_ev=10.35 spin_multiplicity=1 relative_energy_kcal_mol=35.7
C 1.28358 0.76550 1.39840 -0.146
C 0.90912 0.64684 -0.02966 -0.696
C -0.03837 -0.23808 -0.39483 -0.240
C -0.83188 -0.18444 -1.78431 -0.021
C -0.69870 -0.98258 0.65062 -0.212
H 1.55972 1.87713 1.47198 0.070
H 0.43788 0.35743 2.14700 0.105
H 2.35908 0.08777 1.66160 0.162
H -1.87809 -0.08566 -1.70138 0.055
H -0.60210 -1.02024 -2.36816 0.046
H -0.57511 0.73021 -2.46459 0.094
H -0.34969 -1.37743 1.69065 0.181
F -2.02610 -0.33673 0.88577 -0.048
F -1.10379 -2.14831 -0.10923 -0.038
Cl 1.55445 1.90858 -1.05387 0.687



61
Properties=species:S:1:pos:R:3:lowdin_charge:R:1 method="wB97M-V/def2-TZVPD" total_charge=0 homo_energy_ev=-7.308 orbital_gap_ev=6.67 spin_multiplicity=1 relative_energy_kcal_mol=529.1
C -2.50701 2.86159 -2.06949 -0.151
C -1.25032 2.37771 -2.46364 -0.288
H -1.24101 1.22876 -2.57525 0.150
H -0.96905 2.87183 -3.49048 0.146
O -0.27627 3.11391 -1.57470 -0.011
C 0.08305 2.35552 -0.48362 -0.787
O -0.43960 1.36602 -0.16362 0.095
N 0.81976 2.90726 0.22543 0.046
C 1.72787 3.99350 -0.19679 0.024
H 1.31704 4.45255 -0.91648 0.035
C 3.22431 3.32126 -0.66003 -0.018
H 3.89428 3.99375 -0.03281 0.139
H 3.35483 3.74631 -1.38678 -0.055
C 3.33707 1.83150 -0.18930 -0.203
N 2.45361 1.16394 -1.08569 -0.096
C 2.03196 -0.04671 -0.75211 -0.229
O 1.90041 -0.56193 0.47375 -0.023
C 1.33445 -0.47480 -1.98540 -0.023
C 1.57213 0.20873 -3.09357 -0.123
C 1.39765 0.04845 -4.39112 0.011
C 0.36770 -0.87877 -4.65833 -0.018
C 0.14296 -1.80127 -3.69774 -0.029
C 0.38150 -1.62254 -2.34666 -0.034
C -0.04998 -2.47770 -1.22995 -0.291
O -0.49306 -3.62208 -1.51147 0.022
N -0.78235 -1.77494 -0.12366 0.108
C -1.28879 -2.07964 1.17676 -0.188
C -1.52051 -3.64759 1.20495 0.080
C -1.89492 -3.90222 2.51644 -0.065
C -2.41814 -3.02920 3.50987 -0.254
C -2.37335 -1.70291 3.05177 -0.051
C -1.83470 -1.15282 1.93046 -0.071
H -1.62591 -0.24635 1.72312 0.045
H -2.63868 -0.80362 3.93670 0.181
C -3.08597 -3.31164 4.79011 -0.154
C -3.08309 -5.02284 4.98093 -0.048
H -3.67348 -4.96101 6.06686 0.107
H -1.81649 -5.34443 5.16250 0.157
H -3.62555 -5.46196 4.34696 -0.062
H -2.49369 -2.84999 5.40357 0.044
H -4.04271 -3.11405 4.87587 0.051
H -1.87117 -5.04002 2.61724 0.119
H -1.04545 -4.19755 0.58941 0.007
H -0.57763 -0.59161 -0.09349 0.179
H -0.73464 -2.50847 -3.91829 0.159
H 0.02982 -1.20541 -5.48841 0.049
H 1.64484 0.73973 -5.01783 0.066
C 2.55616 1.36816 -2.28523 -0.179
H 2.02938 2.33903 -2.77863 0.174
H 3.68476 1.36864 -3.00384 0.218
C 2.80287 1.72505 1.27994 -0.080
H 3.42449 2.38385 1.89566 0.091
C 1.19711 2.01297 1.49328 0.056
H 0.83171 1.20034 1.67160 -0.017
H 1.27867 2.67735 2.47920 0.162
H 3.15883 0.54900 1.63614 0.182
H 4.34216 1.70946 -0.19467 0.119
H 1.92942 4.66128 0.67125 0.135
H -3.30516 2.51013 -2.89095 0.122
H -2.60291 2.29107 -0.98849 0.139
H -2.68921 4.05540 -1.97124 0.130



Sequential DFT total energy output: -588.02120; -3182.67360; -864.61770; -4808.74736; -2070.04340; -665.23746; -854.55341; -1434.54451 Ha